The following is a DFT calculation (ωB97M-V with the def2-TZVPD basis set) of a molecular structure, C19H14ClI2NO2Se4V.

Calculated values
HOMO level (spin up / spin down) = -1.417 / -1.586 eV
LUMO level (spin up / spin down) = 4.0 / 3.3 eV
energy relative to the best compared isomer or geometry (same formula, charge and spin) = 28.96 kcal per mole
DFT total energy = -12543.10707 Eh
Kohn-Sham gap (spin up / spin down) = 5.41 / 4.89 eV
multiplicity = 4
total charge = -2
largest force on an atom = 1.80 eV/A

Positions of all 44 atoms, in Å:
V 0.1599 -0.7240 0.5019
Cl -0.5507 4.5075 5.7067
C -0.5732 3.4184 4.3312
C -1.6122 3.5426 3.3793
C -1.6641 2.7236 2.2946
C -0.6745 1.7008 2.0869
O -0.7496 0.9583 1.0745
C 0.3652 1.6070 3.0646
C 1.4246 0.6824 2.8850
O 1.5538 -0.1271 1.9595
C 0.3945 2.4772 4.1772
H -2.3691 4.3031 3.5274
H -2.4500 2.7991 1.5533
H 2.2361 0.7210 3.6291
H 1.1956 2.3854 4.9018
I -0.9891 -2.2972 2.6327
C -2.6799 -0.4968 0.0083
I -3.2415 1.0542 -1.5256
H -2.9790 0.0338 0.9173
H -3.4559 -1.2477 -0.1995
Se 2.4210 -3.5992 2.0777
Se 4.5499 -4.2831 2.2244
Se 2.2422 -3.8220 -1.6444
Se 2.3986 -2.2861 0.0653
C -1.7448 -3.5602 -2.2491
C -1.4949 -2.9971 -3.4945
C -0.7502 -1.8427 -3.5712
C -0.2625 -1.2593 -2.4014
N -0.5553 -1.7876 -1.2042
C -1.2651 -2.9162 -1.1319
C 0.6080 -0.0689 -2.3582
C 1.0516 0.5841 -3.5071
C 1.9334 1.6467 -3.4012
C 2.3814 2.0452 -2.1464
C 1.9306 1.3883 -1.0090
C 1.0219 0.3311 -1.0788
H -2.3098 -4.4752 -2.1391
H -1.8739 -3.4630 -4.3966
H -0.5376 -1.3878 -4.5274
H -1.4622 -3.2791 -0.1317
H 0.7228 0.2667 -4.4898
H 2.2802 2.1559 -4.2934
H 3.0822 2.8696 -2.0601
H 2.2915 1.7185 -0.0382

Cartesian forces, eV/Å:
-1.8 -0.1 -0.3
0.0 0.0 0.0
0.0 0.0 0.0
0.0 0.0 0.0
0.0 0.0 0.0
0.1 0.1 0.1
0.3 0.4 0.1
-0.1 0.1 0.0
0.2 0.0 -0.1
0.0 0.0 0.0
0.0 0.0 0.0
0.0 0.0 0.0
0.0 0.0 0.0
0.0 0.0 0.0
0.0 0.0 0.0
0.0 0.0 0.0
0.3 0.3 0.2
0.2 -0.3 0.2
0.0 -0.1 0.0
0.2 -0.2 0.0
0.1 0.0 -0.1
-0.1 0.0 0.0
0.0 0.1 0.1
0.0 -0.1 0.0
0.0 0.0 0.0
0.0 0.0 0.0
0.0 0.0 0.0
-0.1 0.0 0.0
0.4 -0.1 -0.2
0.1 0.0 0.0
0.1 0.0 0.0
0.0 0.0 0.0
0.0 0.0 0.0
0.0 0.0 0.0
-0.1 0.1 0.0
0.1 0.0 0.0
0.0 0.0 0.0
0.0 0.0 0.0
0.0 0.0 0.0
0.0 0.0 0.0
0.0 0.0 0.0
0.0 0.0 0.0
0.0 0.0 0.0
0.0 0.0 0.0

---

The following is a DFT calculation (ωB97M-V with the def2-TZVPD basis set) of C19H14ClN3O3S in the gas phase.

Calculated values
HOMO level = -8.335 eV
LUMO level = 0.2 eV
energy relative to the best compared isomer or geometry (same formula, charge and spin) = 0.00 kcal per mole
DFT total energy = -1980.84551 Eh
Kohn-Sham gap = 8.53 eV
SMILES = N#C/C(=C(/O)COC(=O)CSc1ccc(Cl)cc1)c1nc2ccccc2[nH]1
largest force on an atom = 0.81 eV/A

Positions of all 41 atoms, in Å:
N -0.7860 -0.3779 1.9792
C -0.6037 -1.0091 1.0370
C -0.5516 -1.8045 -0.1224
C 0.5997 -2.2338 -0.7179
O 0.6056 -3.0015 -1.7910
C 1.9793 -1.8996 -0.2213
O 1.9415 -1.0752 0.9288
C 2.6409 0.0684 0.9067
O 3.3721 0.3895 0.0084
C 2.3512 0.8798 2.1401
S 1.2714 2.2881 1.6812
C 2.4294 3.6204 1.4851
C 1.9940 4.8945 1.8349
C 2.8385 5.9789 1.7027
C 4.1263 5.7838 1.2257
Cl 5.1951 7.1339 1.0759
C 4.5632 4.5200 0.8632
C 3.7108 3.4371 0.9836
C -1.8306 -2.1980 -0.6785
N -1.9508 -2.9673 -1.7390
C -3.2973 -3.1227 -1.9444
C -3.9859 -3.8371 -2.9177
C -5.3636 -3.8123 -2.8673
C -6.0516 -3.1003 -1.8824
C -5.3859 -2.3841 -0.9075
C -4.0022 -2.4042 -0.9500
N -3.0366 -1.8277 -0.1621
H -0.3530 -3.1892 -2.0577
H 2.5436 -1.3966 -1.0190
H 2.5004 -2.8319 0.0289
H 3.2591 1.2822 2.5838
H 1.7792 0.2886 2.8520
H 0.9920 5.0257 2.2120
H 2.5059 6.9678 1.9757
H 5.5614 4.3818 0.4787
H 4.0447 2.4622 0.6654
H -3.4530 -4.3863 -3.6770
H -5.9305 -4.3572 -3.6072
H -7.1310 -3.1118 -1.8846
H -5.9169 -1.8339 -0.1459
H -3.1750 -1.2404 0.6440

Cartesian forces, eV/Å:
-0.2 0.2 0.3
-0.1 0.2 0.4
0.1 -0.4 -0.6
0.0 0.0 0.1
0.2 0.2 0.3
0.4 -0.1 -0.5
-0.2 -0.5 0.0
0.4 0.4 0.0
0.0 -0.1 0.0
-0.4 0.4 -0.2
0.0 -0.1 0.1
-0.1 -0.3 0.0
0.0 -0.2 -0.1
0.1 0.1 -0.1
-0.2 -0.2 0.0
0.1 0.2 0.0
0.0 0.2 0.0
0.0 0.1 0.0
-0.1 -0.1 -0.1
0.5 0.1 0.1
-0.7 0.2 0.3
0.0 0.1 0.1
0.0 -0.1 -0.1
-0.1 0.0 0.1
0.0 0.1 0.1
0.0 -0.5 -0.7
0.3 0.1 0.1
0.0 0.0 0.1
-0.2 -0.2 0.1
-0.1 0.1 -0.1
0.0 -0.1 0.0
0.1 0.0 0.0
-0.1 0.1 0.1
0.0 0.1 0.0
0.1 0.0 0.0
0.0 -0.1 0.0
0.1 -0.1 -0.1
0.0 0.0 -0.1
-0.1 0.0 0.0
-0.1 0.0 0.1
0.1 0.0 0.0

---

The following is a DFT calculation (ωB97M-V with the def2-TZVPD basis set) of a molecular structure, C19H14CrI2N6O3S2.

Calculated values
HOMO level (spin up / spin down) = -7.114 / -7.735 eV
LUMO level (spin up / spin down) = 0.1 / 0.0 eV
energy relative to the best compared isomer or geometry (same formula, charge and spin) = 7.14 kcal per mole
DFT total energy = -3723.13066 Eh
Kohn-Sham gap (spin up / spin down) = 7.20 / 7.69 eV
multiplicity = 5
largest force on an atom = 1.08 eV/A

Positions of all 47 atoms, in Å:
Cr -0.2951 -0.7956 -0.3188
I 3.1685 -2.1783 3.2605
C 1.4361 -1.0461 3.4283
C 1.1214 -0.4291 4.6652
C -0.0046 0.3158 4.8135
I -0.3819 1.1876 6.6741
C -0.8973 0.4939 3.7266
C -2.1010 1.2300 3.7657
C -2.8793 1.2956 2.6612
C -2.4701 0.6480 1.4787
N -1.3591 -0.0173 1.3836
C -0.5697 -0.1173 2.4978
C 0.6247 -0.9104 2.3255
O 0.8319 -1.4439 1.1580
H 1.7893 -0.5592 5.5081
H -2.3980 1.7300 4.6834
H -3.8136 1.8455 2.6699
H -3.0928 0.6752 0.5930
N 2.3298 -3.1640 -0.4699
C 1.6005 -2.9663 -1.5785
N 0.4864 -2.2654 -1.6284
C -0.0543 -2.2864 -2.9115
C 0.6320 -2.9745 -3.8304
S 2.0241 -3.6805 -3.0972
C -1.2684 -1.4904 -3.1067
C -2.0855 -1.5027 -4.1659
S -3.2767 -0.2738 -3.9898
C -2.6118 0.1650 -2.4545
N -1.5880 -0.5745 -2.0897
N -3.1162 1.1970 -1.7329
H 2.1162 -2.5462 0.3142
H 3.2841 -3.4427 -0.5806
H 0.4251 -3.0906 -4.8892
H -2.0543 -2.1498 -5.0342
H -3.8120 1.7574 -2.1899
H -2.3983 1.7361 -1.2041
O 2.8975 -0.0247 -1.3082
C 2.2402 0.9825 -1.1136
C 2.8673 2.3750 -1.0628
C 1.6781 3.3003 -0.8857
C 0.5101 2.3447 -0.6938
O -0.6240 2.7665 -0.4034
N 0.8584 1.0395 -0.8786
H 3.4506 2.5547 -1.9632
H 3.5559 2.4029 -0.2188
H 1.4741 3.9081 -1.7692
H 1.7500 3.9787 -0.0382

Cartesian forces, eV/Å:
-0.1 0.1 -0.4
0.0 0.0 0.0
0.1 0.1 0.5
0.3 -0.3 -0.3
-0.2 0.2 0.1
0.0 0.0 0.0
0.0 -0.1 -0.2
0.2 0.1 0.5
-0.4 0.1 -0.5
-0.8 0.4 0.0
0.6 -0.3 0.2
0.3 -0.1 0.1
-0.5 0.2 -0.2
0.2 0.0 0.1
0.0 0.0 -0.1
0.1 -0.1 -0.1
0.1 -0.1 0.0
0.0 0.1 0.1
-0.3 0.2 -0.1
0.0 0.1 0.1
0.0 -0.1 -0.3
-0.4 0.4 0.6
0.1 -0.3 -0.5
0.2 -0.2 -0.1
0.4 0.1 0.8
-0.3 -0.1 -0.5
-0.2 0.1 -0.1
0.3 -0.3 -0.1
-0.1 -0.1 -0.4
0.8 0.3 0.6
0.0 0.0 0.0
0.2 0.0 0.0
0.1 0.0 0.3
0.0 0.2 0.2
0.0 0.1 0.0
-0.4 -0.3 -0.3
-0.5 0.0 0.0
-0.3 0.0 0.1
-0.1 0.0 0.0
0.0 -0.1 -0.1
-0.8 0.1 0.3
0.4 -0.7 -0.4
1.0 0.4 0.1
0.0 -0.1 0.0
0.0 0.0 0.0
0.0 0.0 0.0
-0.1 0.0 0.0

---

The following is a DFT calculation (ωB97M-V with the def2-TZVPD basis set) of a molecular structure, C19H14F5N5O7PSeSr.

Calculated values
HOMO level = -5.288 eV
LUMO level = 1.1 eV
energy relative to the best compared isomer or geometry (same formula, charge and spin) = 30.01 kcal per mole
DFT total energy = -4805.61954 Eh
Kohn-Sham gap = 6.35 eV
total charge = -1
largest force on an atom = 4.39 eV/A

Positions of all 53 atoms, in Å:
Sr 1.9861 1.5048 -0.5344
O -1.1123 -0.2780 2.1236
C -0.3960 0.6355 1.6808
O 0.8230 0.4805 1.3380
C -0.8629 2.0566 1.6157
C -1.3793 2.6088 2.7602
C -1.3756 3.9831 2.9220
C -0.6491 4.8811 2.1922
C -0.0944 4.3082 1.0220
C -0.3859 2.9815 0.5940
O -0.0926 2.6198 -0.6227
N 0.9482 4.9273 0.3677
O 1.8869 4.1028 0.0339
O 1.0538 6.1651 0.2686
N -2.2559 4.6222 3.8558
O -2.9372 3.8462 4.5872
O -2.2336 5.8668 4.0784
H -1.7660 1.8994 3.4841
H -0.5651 5.9108 2.5097
F 6.5563 -3.3920 0.8385
C 6.1015 -2.3516 0.1041
C 6.9771 -1.5427 -0.5268
F 8.3285 -1.7824 -0.3848
C 6.5993 -0.3880 -1.2153
F 7.5463 0.5196 -1.5765
C 5.2395 -0.0953 -1.3102
Se 4.6217 1.3514 -2.4287
C 4.3427 -1.0596 -0.8680
F 3.0250 -0.6791 -0.4726
C 4.7651 -2.2474 -0.2538
F 3.8386 -3.1343 0.2233
C -4.2326 -2.4387 -1.6760
N -3.1326 -3.3471 -2.0519
C -2.4042 -3.8508 -0.8715
N -2.0508 -2.7538 -0.0094
C -3.1662 -1.8576 0.3133
N -3.7905 -1.2755 -0.8983
C -3.0608 -0.2850 -1.6027
P -1.4798 -1.2007 -2.0251
C -2.1914 -2.6725 -2.9125
C -0.9102 -2.0485 -0.5102
H -5.0041 -2.9562 -1.0711
H -4.6821 -2.1198 -2.5914
H -1.5690 -4.5366 -1.0809
H -3.1231 -4.4585 -0.3094
H -2.7598 -1.0614 0.9122
H -3.9567 -2.4965 0.8373
H -2.8706 0.5421 -0.9056
H -3.6365 0.1503 -2.3797
H -1.3681 -3.3718 -3.1767
H -2.6188 -2.2403 -3.8491
H -0.4797 -1.2893 0.1644
H -0.0459 -2.7529 -0.7119

Cartesian forces, eV/Å:
-0.1 0.5 -0.1
0.2 1.2 -0.2
-0.4 -1.6 0.2
0.5 0.4 -0.7
0.3 1.5 0.2
-0.3 -1.4 -0.8
-1.0 2.1 0.6
0.5 -1.1 -1.9
-1.5 0.3 1.6
0.5 -1.4 -1.5
-1.0 0.0 2.0
3.4 0.8 -0.9
-0.9 2.5 0.1
-0.2 -2.7 0.0
-0.9 0.0 4.3
0.9 1.6 -1.8
0.0 -2.5 -1.2
-0.1 0.4 0.2
0.1 -0.1 -0.3
-0.3 0.4 -0.4
-0.9 -2.4 -0.3
3.3 2.0 -0.5
-1.4 0.1 0.0
-0.1 0.0 0.8
-0.8 -1.1 0.0
-0.4 0.4 -1.7
-0.2 0.1 0.8
0.0 -0.4 2.1
1.4 -1.0 -1.4
-1.4 0.4 1.1
1.0 0.9 -0.4
0.6 0.0 0.6
-0.5 -1.3 -0.5
-2.0 0.3 0.7
0.6 -0.9 1.9
-0.5 -0.9 -0.7
-2.8 -1.9 1.5
1.9 -1.0 1.9
2.7 2.0 -2.9
0.5 0.9 -0.2
0.6 0.5 -0.2
0.6 0.0 -0.3
-0.4 0.3 -0.7
-0.1 0.7 -0.4
-0.1 -0.1 -0.1
-0.1 0.2 0.6
1.0 1.1 -0.5
0.3 -0.1 -0.1
-0.3 0.1 -1.2
-0.4 0.5 0.0
-0.1 -0.7 0.5
-0.5 -0.5 0.2
-1.0 0.7 -0.2

---

The following is a DFT calculation (ωB97M-V with the def2-TZVPD basis set) of C19H14FN3O8 in the gas phase.

Calculated values
HOMO level = -8.833 eV
LUMO level = -1.8 eV
energy relative to the best compared isomer or geometry (same formula, charge and spin) = 305.96 kcal per mole
DFT total energy = -1597.88026 Eh
Kohn-Sham gap = 7.06 eV
SMILES = CCOc1c(F)cc(O)c2c1C(=O)c1c(ON=O)c(N=C=O)c(CCO)c(N)c1C2=O
largest force on an atom = 8.16 eV/A

Positions of all 45 atoms, in Å:
C -3.7735 -0.1581 3.4915
C -4.5418 1.0675 2.7271
O -3.6336 2.1543 2.3424
C -3.4723 2.0287 0.9053
C -4.6820 2.6249 0.0481
F -5.8113 3.2471 0.6651
C -4.5554 2.4812 -1.5070
C -3.2903 1.7847 -2.1810
O -3.3384 1.7217 -3.6255
C -2.0777 1.1994 -1.3427
C -2.2043 1.3608 0.2444
C -0.9538 0.7952 1.1116
O -1.0131 0.8536 2.3750
C 0.3749 0.1763 0.4089
C 1.6252 -0.2839 1.2821
O 1.6727 -0.2269 2.7232
N 1.8356 1.0446 3.1935
O 2.8130 1.5734 2.7570
C 2.9320 -0.8663 0.5736
N 4.0834 -1.2919 1.4480
C 4.9851 -0.3473 1.5148
O 5.6014 0.7317 1.7307
C 3.0303 -1.0411 -0.9934
C 4.4155 -1.6335 -1.5597
C 4.6996 -3.1649 -1.0445
O 4.7491 -4.1005 -2.1513
C 1.7840 -0.6281 -1.8709
N 1.8839 -0.8411 -3.3223
C 0.4897 -0.0083 -1.1750
C -0.8001 0.4767 -2.0309
O -0.8388 0.2523 -3.2795
H -3.3198 0.1548 4.4960
H -4.6046 -0.9492 3.6894
H -3.0252 -0.6740 2.7807
H -5.0665 0.5701 1.8222
H -5.4069 1.4576 3.4018
H -5.4259 2.9004 -2.1462
H -2.8391 2.4754 -4.0210
H 5.2608 -0.9949 -1.0824
H 4.5492 -1.5325 -2.6947
H 3.8389 -3.4115 -0.3160
H 5.6673 -3.1486 -0.4012
H 4.6934 -5.0110 -1.7618
H 2.6611 -1.4674 -3.5832
H 1.0279 -1.3512 -3.6422

Cartesian forces, eV/Å:
-1.1 -0.1 -0.6
-0.8 -2.0 1.2
-0.5 -1.6 -3.3
-0.1 0.5 -1.2
3.2 -1.7 -2.4
3.2 -1.8 -1.6
1.7 -0.8 2.7
0.1 0.4 2.0
0.3 0.7 2.6
-2.8 1.7 1.7
-1.3 0.5 -2.2
-0.5 0.4 2.9
0.5 -0.3 -5.0
2.9 -1.3 -1.4
0.7 -0.6 -3.5
-1.2 -1.5 -3.2
2.4 2.3 0.6
-1.9 -0.6 0.4
-2.8 1.1 -2.2
2.3 4.0 -1.2
-1.2 4.2 1.5
-3.0 -7.4 -1.5
-2.4 1.1 2.2
0.2 0.2 0.8
-0.6 1.0 1.0
-0.1 -0.1 1.5
0.3 -0.1 2.4
-1.2 -1.0 2.1
0.9 -0.1 1.9
0.1 -0.8 -2.4
0.3 0.8 4.6
-0.5 -0.4 -1.7
1.4 1.4 -0.2
-1.0 1.1 1.3
1.0 1.1 1.2
1.8 -0.3 -1.1
1.9 -0.9 1.0
-0.3 -0.8 0.7
-1.5 -0.9 -1.0
-0.4 -0.3 1.7
1.3 0.2 -1.2
-1.4 -0.2 -1.3
0.1 1.3 -0.5
-0.3 0.6 0.6
0.7 1.2 0.2

---

Question: Which of these has the highest largest force on an atom?
Answer: C19H14FN3O8